# 1
ORCA calculation (wB97M-V/def2-TZVPD) on 2 unconnected molecules or ions with the total composition C3H11N.

Structure (XYZ):
```
15
Properties=species:S:1:pos:R:3:forces:R:3:nbo_charge:R:1
C 1.20173 1.02863 -1.77292 0.201 -0.225 -0.180 -0.6017
C 1.91117 -0.27113 -2.14112 -0.062 0.245 -0.145 -0.6023
H 1.86575 1.61026 -1.13963 -0.008 0.312 -0.054 0.2020
H 0.30242 0.85868 -1.20831 -0.447 -0.225 0.319 0.1971
H 0.89972 1.60512 -2.64425 0.220 0.131 -0.086 0.2023
H 2.86958 -0.04530 -2.60132 0.116 -0.063 -0.112 0.2011
H 2.10977 -0.84293 -1.24724 0.103 -0.269 0.284 0.2003
H 1.35489 -0.90994 -2.82585 -0.128 0.092 -0.018 0.2011
C -1.29582 -0.36194 2.49409 -0.072 0.311 0.390 -0.4168
N -2.69738 -0.27841 2.05509 0.199 -0.444 -0.624 -0.8190
H -0.71560 0.48200 2.12764 -0.098 0.058 -0.254 0.1914
H -0.79661 -1.27648 2.20212 0.242 -0.286 -0.175 0.1688
H -1.22850 -0.28050 3.57722 -0.175 -0.132 0.137 0.1877
H -2.68957 -0.09961 1.05277 -0.034 0.311 0.114 0.3432
H -3.09155 -1.21845 2.07171 -0.058 0.184 0.404 0.3447
```
Forces are in eV/Å.

The value obtained for the HOMO-LUMO gap is 10.50 eV. The value obtained for the total energy is -4779.0813 eV. As for the energy above the lowest of the compared OMol25 structures with the same formula, charge and spin: 40.0 kJ/mol. As for the SMILES: CC.CN. The HOMO energy comes out at -9.58 eV.

# 2
ORCA calculation (wB97M-V/def2-TZVPD) on 4 unconnected molecules or ions with the total composition C4H18N2O3 at a distorted geometry.

Structure (XYZ):
```
27
Properties=species:S:1:pos:R:3:forces:R:3:nbo_charge:R:1
C 2.42891 -0.15931 0.22722 -1.723 0.871 1.014 -0.2342
C 1.16227 -0.95330 -0.12764 -0.651 -0.495 -0.372 -0.4985
C -0.23276 -0.43396 -0.03646 2.144 -0.679 1.636 0.0261
C -1.21731 -1.16320 -0.65181 -0.916 -0.298 -0.658 0.2027
N -2.57513 -0.65568 -0.80701 0.868 0.505 -0.227 -0.7371
N 2.63322 1.16527 -0.53404 0.785 -2.857 0.224 -0.6769
H 2.25034 0.13381 1.27356 0.651 0.081 -0.251 0.2510
H 3.30366 -0.80384 0.19349 0.009 0.128 -0.298 0.2894
H 1.25374 -1.67481 -0.94834 0.226 0.211 0.047 0.2823
H 1.10677 -1.61749 0.80688 -0.289 -0.425 -0.190 0.4092
H -0.42605 0.27759 0.77414 -0.366 0.418 -0.619 0.2851
H -1.03588 -2.08815 -1.19166 0.196 -0.019 0.050 0.2804
H -3.16287 -1.30190 -1.35066 -0.294 -0.070 0.387 0.4964
H -3.02835 -0.27675 0.06019 -0.289 0.121 -0.240 0.5291
H -2.43245 0.17725 -1.40860 -0.684 0.138 0.098 0.4874
H 2.34282 1.93935 0.06981 0.048 0.616 -0.727 0.4916
H 3.63510 1.08683 -0.73317 0.164 1.198 0.043 0.4744
H 2.18485 1.15518 -1.45150 -0.201 0.526 0.117 0.4512
H 1.00892 4.41316 -0.54443 -0.426 -0.169 -0.389 0.5224
H 2.15237 4.09626 0.31324 -0.103 -0.265 -0.143 0.5010
O 1.51232 3.63774 -0.26626 0.646 0.519 0.734 -1.0055
H 0.94648 -4.66141 1.22897 -0.310 0.599 0.047 0.5175
H -0.15092 -4.15040 2.15817 0.011 0.088 0.158 0.5104
O 0.38645 -3.86910 1.40246 0.304 -0.339 -0.359 -0.8731
H -4.15429 2.34004 -0.13772 -0.096 0.140 -0.689 0.5090
H -4.11445 2.00068 1.28756 0.373 -0.564 -0.133 0.5199
O -3.75166 1.68417 0.43488 -0.077 0.018 0.741 -1.0111
```
Forces are in eV/Å.

The value obtained for the HOMO-LUMO gap (alpha / beta) is 8.82 / 4.33 eV. The value obtained for the total energy is -13529.3483 eV. As for the energy above the lowest of the compared OMol25 structures with the same formula, charge and spin: 7.7 kJ/mol. The spin multiplicity is 2. Its total charge is +3. The HOMO energy (alpha / beta) comes out at -21.35 / -20.95 eV.

# 3
ORCA calculation (wB97M-V/def2-TZVPD) on a single C2H3NO molecule at a distorted geometry.

Structure (XYZ):
```
7
Properties=species:S:1:pos:R:3:forces:R:3:nbo_charge:R:1
C -1.12331 0.90842 0.00126 3.490 -1.814 -0.116 0.4461
C 0.58818 -0.34539 -0.01508 0.994 0.507 0.043 0.0644
N -0.84082 -0.27162 -0.03336 -1.245 0.522 0.049 -0.3688
O 1.02104 0.99848 -0.01452 -2.462 0.162 -0.031 -0.7308
H -1.82739 1.69848 0.00012 -0.302 0.734 0.022 0.2311
H 0.91411 -0.87641 0.89023 -0.232 -0.128 -0.031 0.1789
H 0.95437 -0.91268 -0.88587 -0.244 0.017 0.064 0.1792
```
Forces are in eV/Å.

The value obtained for the HOMO-LUMO gap (alpha / beta) is 8.40 / 8.40 eV. The value obtained for the total energy is -5655.5531 eV. As for the energy above the lowest of the compared OMol25 structures with the same formula, charge and spin: 419.9 kJ/mol. The HOMO energy (alpha / beta) comes out at -9.18 / -9.18 eV.

# 4
ORCA calculation (wB97M-V/def2-TZVPD) on a single C3H9N2S molecule at a distorted geometry.

Structure (XYZ):
```
15
Properties=species:S:1:pos:R:3:forces:R:3:nbo_charge:R:1
C -0.60895 -0.47435 0.21596 1.208 0.237 0.074 -0.2422
C -1.27863 -1.65859 -0.42544 -1.041 0.207 0.141 -0.5628
S -2.73379 -2.16357 0.60352 0.989 -0.113 -0.669 0.1094
N 0.60737 -0.08204 -0.50686 0.331 -0.434 -0.996 -0.6458
C 0.98350 1.29759 -0.32936 0.075 1.122 1.898 -0.0592
N 1.53049 1.57456 1.03091 -0.307 -0.616 -0.585 -0.8258
H -0.26944 -0.77988 1.21964 -0.558 0.516 -0.072 0.1939
H -1.30286 0.37051 0.19832 -0.203 -0.046 0.627 0.1796
H -1.78360 -1.28831 -1.33048 0.157 -0.351 -0.124 0.2296
H -0.54941 -2.43254 -0.69740 -0.495 -0.118 0.251 0.2302
H 0.50528 -0.26772 -1.50157 -0.022 -0.047 0.107 0.3555
H 1.77725 1.68192 -0.96441 -0.135 -0.692 -0.678 0.1968
H 0.12534 1.97167 -0.43372 -0.102 0.096 -0.148 0.1470
H 0.81046 1.43576 1.73116 -0.113 0.098 -0.008 0.3444
H 2.18700 0.81499 1.18974 0.217 0.140 0.182 0.3492
```
Forces are in eV/Å.

The value obtained for the HOMO-LUMO gap (alpha / beta) is 10.18 / 6.98 eV. The value obtained for the total energy is -17070.6100 eV. As for the energy above the lowest of the compared OMol25 structures with the same formula, charge and spin: 30.9 kJ/mol. The spin multiplicity is 2. The HOMO energy (alpha / beta) comes out at -9.20 / -9.07 eV.

# 5
ORCA calculation (wB97M-V/def2-TZVPD) on a single C5H4FN molecule at a distorted geometry.

Structure (XYZ):
```
11
Properties=species:S:1:pos:R:3:forces:R:3:nbo_charge:R:1
C -0.66056 -1.29650 1.21485 0.811 -2.904 1.545 -0.5422
C -0.88772 -0.14861 0.70712 3.251 2.800 -4.437 0.4552
F -1.82862 0.71974 0.92085 -0.897 0.468 0.030 -0.3062
C 0.34209 0.43392 -0.57823 -3.819 0.983 3.958 -0.1635
C 0.42560 1.73765 -0.88323 -2.397 -2.916 1.166 -0.3082
C 1.13221 -0.64815 -0.90780 2.647 -3.178 -1.405 0.2173
N 1.71395 -1.62880 -1.19477 -1.319 2.377 0.738 -0.2770
H -1.37989 -1.80871 1.90152 1.000 0.560 -0.535 0.2371
H 0.36179 -1.71076 0.95621 -1.792 -0.045 0.397 0.2530
H -0.44688 2.34504 -0.69939 0.367 0.466 0.405 0.2265
H 1.22801 2.00519 -1.43713 2.149 1.388 -1.861 0.2081
```
Forces are in eV/Å.

The value obtained for the HOMO-LUMO gap is 10.11 eV. The value obtained for the total energy is -9453.8338 eV. As for the energy above the lowest of the compared OMol25 structures with the same formula, charge and spin: 323.3 kJ/mol. As for the SMILES: C=C(F)C(=C)C#N. The HOMO energy comes out at -10.18 eV.

# 6
ORCA calculation (wB97M-V/def2-TZVPD) on 9 unconnected molecules or ions with the total composition C33H58ClF9N10O5PS at a distorted geometry.

Structure (XYZ):
```
118
Properties=species:S:1:pos:R:3:forces:R:3:mulliken_charge:R:1
C -16.90987 -17.00049 3.90930 -0.640 -2.695 -1.355 0.5214
F -17.12238 -16.15419 2.91357 0.226 0.645 0.502 -0.2082
F -18.07260 -17.72464 4.03736 0.837 0.892 0.337 -0.2282
F -15.99253 -17.92573 3.42411 -0.573 0.530 0.188 -0.1762
S -16.20726 -16.45646 5.49596 -1.219 0.603 1.597 0.8783
O -16.39598 -17.61673 6.34104 0.106 -0.321 -0.382 -0.6052
O -14.85897 -16.15613 5.12827 0.732 0.290 -0.184 -0.7315
O -17.03600 -15.34949 5.94934 0.115 0.249 -0.721 -0.2710
C -27.60811 -20.91944 8.10657 0.860 -1.054 1.758 -1.1921
C -26.20162 -20.27942 7.92927 -2.283 -0.841 0.073 -0.2616
N -26.19880 -19.57257 6.69711 0.019 2.103 -2.675 0.3511
C -25.34536 -19.73138 5.58370 -0.461 1.899 -0.257 -0.5472
C -25.53447 -18.65082 4.74445 -0.330 -1.002 0.601 -0.4593
N -26.60111 -17.91725 5.29778 0.309 0.591 0.933 0.1657
C -26.93958 -18.43506 6.48305 1.776 -2.043 -1.013 -0.7119
C -27.06334 -16.51022 5.05240 1.936 -0.656 0.610 -0.9100
H -28.33498 -20.14029 8.21501 -0.570 0.361 -0.064 0.3702
H -27.52927 -21.42337 9.12622 -0.502 0.329 -1.289 0.3736
H -27.92468 -21.67329 7.33103 0.656 0.891 0.689 0.3157
H -25.53668 -21.11179 7.91541 1.070 -0.147 -0.151 0.4130
H -25.98895 -19.54790 8.70238 0.067 -0.261 0.367 0.0700
H -24.60909 -20.50032 5.43501 -0.156 -0.237 0.431 0.4745
H -24.96023 -18.41995 3.82660 -0.909 0.111 0.878 0.5243
H -27.63815 -17.98700 7.15129 -0.503 -0.079 0.535 0.7306
H -28.12601 -16.51931 5.02123 -0.782 0.168 -0.122 0.3594
H -26.58462 -16.24534 4.13507 -0.117 0.452 -0.712 0.4716
H -26.64690 -15.84534 5.85645 -0.507 -0.855 -0.589 0.1920
C -16.33548 -20.57848 7.72119 -0.463 0.024 0.597 -1.2809
C -15.20725 -19.66308 8.06632 2.402 -0.226 0.054 -0.3428
N -14.23932 -19.31441 6.91705 -1.794 -0.710 -1.251 0.2423
C -12.99313 -18.75313 6.99801 -0.289 0.123 1.024 -0.3994
C -12.48082 -18.67852 5.76747 0.598 0.138 -1.893 -0.5496
N -13.40388 -19.22702 4.83277 -0.215 1.756 3.087 0.2558
C -14.46234 -19.56500 5.61766 -0.487 -0.441 -1.758 -0.2971
C -13.38530 -19.14196 3.35079 -0.808 -1.485 1.359 -0.9637
H -16.03972 -21.52770 7.27941 0.162 -0.074 0.283 0.3894
H -17.13135 -20.17390 7.13366 -0.220 0.669 -0.637 0.3092
H -16.79187 -20.69932 8.71233 -0.023 -0.657 -0.241 0.3863
H -14.51323 -20.26248 8.70530 -0.604 0.607 -0.095 0.4851
H -15.53460 -18.77302 8.64475 0.378 -0.309 -0.956 0.2939
H -12.62731 -18.42060 7.95805 0.220 -0.057 -0.237 0.4949
H -11.53008 -18.25187 5.46925 -0.284 -0.175 -0.070 0.4379
H -15.33629 -19.99792 5.07535 0.572 0.473 1.330 0.3378
H -12.45498 -19.58730 3.07989 0.397 -0.213 -0.773 0.4095
H -13.64032 -18.24013 2.85000 0.554 1.537 0.543 0.3202
H -14.25792 -19.70742 3.06831 0.105 -0.989 -0.357 0.3766
C -19.29429 -13.63642 1.77944 0.146 0.065 3.047 -2.0761
C -20.17501 -13.85725 3.01815 -1.953 -0.949 -0.734 0.6756
N -21.57758 -13.29695 2.84587 -2.049 -0.410 -0.658 0.7584
C -22.19013 -12.64058 1.77456 0.438 0.999 0.169 -0.3698
C -23.49667 -12.35250 2.09324 2.157 -1.211 -0.577 -0.6912
N -23.72674 -12.97293 3.28591 0.357 -0.183 -0.045 0.4372
C -22.59687 -13.54159 3.69514 1.659 0.852 0.743 -2.0047
C -25.05668 -13.06456 3.83577 0.510 0.087 2.390 -0.5589
H -19.61306 -14.18072 0.94177 -0.592 -0.629 -1.144 0.4890
H -18.38478 -14.09812 2.17446 0.470 0.404 -0.709 0.3971
H -19.20068 -12.58078 1.59536 0.336 0.353 -0.283 0.5308
H -19.81479 -13.52512 3.97541 0.423 0.950 0.022 -0.3362
H -20.29220 -14.94619 3.20447 -0.221 0.438 -0.504 0.4433
H -21.60794 -12.26768 0.96029 0.074 -0.058 -0.357 0.4166
H -24.26198 -11.87122 1.53387 -0.267 0.211 -0.228 0.4930
H -22.29573 -13.79172 4.68235 -0.749 -0.731 0.506 1.5372
H -25.25183 -14.08085 4.16670 0.022 -0.167 -0.331 0.0450
H -25.72107 -12.71468 3.10107 -0.964 0.259 -0.855 0.3347
H -25.15174 -12.43193 4.74191 0.127 -0.145 -0.548 0.2584
C -23.02019 -13.28952 9.82458 -0.736 1.826 0.170 -1.4981
C -23.64781 -14.03063 8.72570 0.091 -1.637 -0.963 0.6446
N -22.51069 -14.69299 8.02496 -0.123 0.015 -1.138 0.3579
C -21.35011 -14.01316 7.63309 -1.160 0.746 1.392 -0.5838
C -20.57863 -14.89039 6.98632 1.001 -0.504 -1.905 -0.6077
N -21.28585 -16.05293 6.87150 -2.191 -0.962 1.169 0.5915
C -22.47279 -15.93617 7.53936 1.413 0.780 -1.208 -0.6839
C -20.91906 -17.34436 6.28308 0.439 0.140 1.229 -0.8143
H -23.74727 -12.81854 10.46268 -0.525 -0.218 0.511 0.4727
H -22.54930 -12.39950 9.38643 0.696 -0.451 0.434 0.4300
H -22.41662 -13.97905 10.36973 0.819 0.091 0.602 0.3866
H -24.22865 -13.42235 8.04032 0.147 0.074 -0.254 0.1928
H -24.26747 -14.86863 9.02261 -0.318 0.065 0.200 -0.4864
H -21.23890 -12.97820 7.95768 0.334 -0.524 -0.531 0.3138
H -19.65220 -14.80123 6.40579 -0.328 0.183 0.734 0.5441
H -23.24358 -16.70381 7.49250 -0.053 0.444 0.383 0.6145
H -21.35077 -17.50960 5.30487 -0.634 0.018 0.093 0.2481
H -21.16918 -18.08431 7.08503 0.186 0.222 -1.231 0.4158
H -19.85519 -17.30423 6.15836 0.708 -0.265 0.015 0.1624
C -15.11447 -13.65938 7.88338 0.328 -0.871 1.588 -1.3542
C -16.27921 -12.79640 7.76601 -1.321 1.793 -1.974 0.2205
N -16.08837 -11.78707 6.65961 -1.698 -1.153 -0.638 0.2678
C -15.31991 -10.69042 6.53931 0.202 0.778 -0.873 -0.4270
C -15.47996 -10.21086 5.28070 -0.258 0.205 -1.232 -0.6585
N -16.35058 -11.09127 4.60700 0.902 1.569 0.560 0.3882
C -16.74999 -11.95674 5.49749 0.486 -1.445 0.686 -0.6209
C -16.84281 -10.93526 3.23651 -0.379 -1.995 0.252 -0.3696
H -14.83171 -14.03197 6.93072 0.444 -0.509 -0.709 0.3238
H -15.47387 -14.46477 8.52112 0.282 -0.515 -0.115 0.3340
H -14.29117 -13.22171 8.43555 0.275 0.308 -0.201 0.4720
H -16.57199 -12.26753 8.64885 -0.060 0.310 0.589 0.4990
H -17.15293 -13.31066 7.35697 0.155 -0.367 0.585 -0.3137
H -14.74470 -10.31814 7.33391 0.586 0.424 0.771 0.5497
H -15.17071 -9.30081 4.75970 0.171 -0.544 0.509 0.4278
H -17.42389 -12.77169 5.31931 -0.107 -0.061 -0.021 0.5646
H -17.71033 -11.57780 3.15816 -0.712 0.306 0.354 -0.2217
H -16.23574 -11.45110 2.47228 0.642 1.083 0.465 0.2982
H -17.14054 -9.92148 3.10396 0.072 0.628 -0.554 0.4060
C -25.86418 -16.73508 10.43161 -1.770 0.242 0.009 -1.1119
C -26.63023 -16.92516 9.06891 -0.122 -1.019 2.540 0.5750
O -25.98653 -16.84552 8.02634 2.024 0.956 -1.804 -0.2568
O -27.80339 -17.31739 9.16245 -0.631 0.054 0.000 -0.7430
H -25.67617 -17.70030 10.89901 -0.114 -0.091 -0.056 0.2721
H -26.50440 -16.14573 11.10551 0.020 -0.405 -0.086 0.3249
H -24.95518 -16.19941 10.38432 1.203 0.436 -0.429 0.2865
Cl -23.73139 -16.04698 4.51305 0.201 -0.173 0.040 -0.6061
P -20.38141 -10.74969 5.54817 0.582 -1.050 -0.309 1.4169
F -21.67496 -11.68840 5.41499 -0.544 0.086 0.047 -0.2338
F -20.66288 -10.60201 7.12933 0.309 -0.274 -0.136 -0.4027
F -19.50238 -12.21081 5.80822 -0.517 0.718 0.116 -0.5395
F -18.95193 -10.00821 5.72479 -0.575 0.268 -0.474 -0.3800
F -20.11689 -10.99351 3.91549 0.213 0.564 1.041 -0.3399
F -21.22068 -9.42227 5.25632 0.659 -0.346 -0.138 -0.3419
```
Forces are in eV/Å.

The value obtained for the HOMO-LUMO gap is 7.94 eV. The value obtained for the total energy is -117404.1027 eV. Its total charge is +1. The HOMO energy comes out at -9.53 eV.

# 7
ORCA calculation (wB97M-V/def2-TZVPD) on a single C4H6N2O molecule at a distorted geometry.

Structure (XYZ):
```
13
Properties=species:S:1:pos:R:3:forces:R:3:nbo_charge:R:1
H 1.79758 1.51199 2.29859 -0.590 -0.166 0.248 0.3204
N 1.01016 1.39601 1.63333 -0.458 -0.274 -0.886 -0.2416
N 0.47654 0.30329 1.80402 2.365 0.670 2.266 -0.1477
C -0.36413 -0.45989 1.11183 -2.711 -0.597 -2.265 0.6102
O -1.57543 -0.57468 1.24507 1.026 0.384 1.073 -0.5616
C 0.27039 -1.17713 -0.05881 -2.193 0.498 -0.550 -0.5130
C -0.30333 -0.36436 -1.29764 2.917 -1.183 -0.064 -0.1578
C -0.65999 0.90060 -1.42181 -0.762 -0.194 0.374 -0.3851
H -0.20593 -2.16494 -0.11887 0.247 0.153 0.210 0.2455
H 1.34461 -1.30737 0.00041 0.177 0.387 -0.447 0.2290
H -0.01741 -0.90304 -2.20025 -0.135 0.147 -0.121 0.1927
H -1.05404 1.47611 -0.60244 0.373 0.306 0.368 0.2020
H -0.71902 1.36342 -2.39342 -0.255 -0.130 -0.205 0.2071
```
Forces are in eV/Å.

The value obtained for the HOMO-LUMO gap is 9.38 eV. The value obtained for the total energy is -9269.6068 eV. As for the energy above the lowest of the compared OMol25 structures with the same formula, charge and spin: 375.8 kJ/mol. As for the SMILES: [H]/N=N/C(=O)CC=C. The HOMO energy comes out at -9.47 eV.